Computed, not measured: a structure of composition C36H29BrN6O2PSSe2V at a distorted geometry, with wB97M-V/def2-TZVPD.

```
79
C36H29BrN6O2PSSe2V (wB97M-V/def2-TZVPD)
V -0.10612 0.27707 -0.36543
O 5.56525 -0.17273 4.64044
N 5.44543 -0.03307 3.44820
O 6.35930 0.09765 2.66530
C 4.04253 0.11125 2.92258
C 3.09182 0.09566 3.86593
C 1.70461 0.18726 3.50332
C 0.68118 0.21634 4.46717
C -0.61773 0.33111 4.05177
C -0.87936 0.40375 2.67552
N 0.06376 0.35427 1.75446
C 1.35908 0.25239 2.16099
C 2.40579 0.24923 1.14391
N 1.98934 0.32380 -0.14811
C 2.88789 0.37863 -1.10605
C 4.26092 0.35465 -0.84247
C 4.70068 0.27214 0.44886
C 3.75818 0.22391 1.50227
H 3.37526 0.00604 4.90514
H 0.93124 0.15893 5.51836
H -1.43898 0.37768 4.75139
H -1.89440 0.50988 2.30774
H 2.50559 0.44440 -2.11880
H 4.95931 0.40023 -1.66485
H 5.75343 0.24645 0.66518
Se -0.29066 0.03117 -2.92675
P -2.43042 0.13091 -2.52804
Se -2.76884 0.33266 -0.38834
C -3.17181 1.52329 -3.40171
C -2.82614 1.72064 -4.74012
C -3.34868 2.78723 -5.44741
C -4.21650 3.67549 -4.82046
C -4.55630 3.48592 -3.49192
C -4.03535 2.41365 -2.77932
C -3.20448 -1.36716 -3.18169
C -4.05339 -2.11939 -2.37652
C -4.63466 -3.28342 -2.86206
C -4.36859 -3.70262 -4.15389
C -3.51963 -2.95576 -4.96237
C -2.93634 -1.79864 -4.48099
H -2.11640 1.06253 -5.22434
H -3.07408 2.93457 -6.48247
H -4.62157 4.51307 -5.37054
H -5.22805 4.17779 -3.00206
H -4.29603 2.27430 -1.73764
H -4.26820 -1.78474 -1.37048
H -5.29577 -3.85876 -2.22829
H -4.81482 -4.61189 -4.53172
H -3.30871 -3.28379 -5.97094
H -2.25341 -1.25063 -5.11657
Br -0.50731 3.65289 -2.93551
C -0.27771 3.95215 -1.09559
C -0.61652 5.22099 -0.62929
C -0.37026 5.52455 0.69100
C 0.23077 4.55872 1.48905
C 0.50257 3.33024 0.93004
N 0.23073 2.98711 -0.34229
H -1.04500 5.94052 -1.30980
H -0.62222 6.49882 1.08603
H 0.48683 4.74963 2.52044
H 0.98179 2.57343 1.53440
N -1.78821 -2.57697 1.57420
C -0.48577 -2.66108 1.26582
S -0.03792 -2.24652 -0.32598
N 0.31925 -3.05364 2.26939
C 1.73647 -3.19595 2.37604
C 2.22241 -3.23522 3.68139
C 3.57572 -3.38974 3.92323
C 4.46193 -3.50144 2.85953
C 3.96833 -3.47782 1.56519
C 2.61020 -3.33239 1.30607
H -2.40380 -2.23905 0.84600
H -2.16917 -2.83167 2.47064
H -0.14719 -3.23490 3.14868
H 1.53638 -3.14853 4.51693
H 3.93647 -3.42066 4.94199
H 5.51990 -3.62577 3.04106
H 4.64529 -3.59138 0.72904
H 2.24090 -3.33965 0.29613
```

Computed properties:
Frontier orbital gap (spin up / spin down)   6.0 / 6.6 eV
Spin multiplicity   4
Maximum force   1.01 eV/Å
Total charge   +1

Computed, not measured: a cluster of 2 separate species, C36H29F4OSi in total at a distorted geometry, with wB97M-V/def2-TZVPD.

```
71
C36H29F4OSi (wB97M-V/def2-TZVPD)
C -0.25960 1.56753 2.46053
C 0.36935 0.40755 1.76418
C -0.38622 -0.58396 1.23237
O 1.73032 0.40412 1.75016
Si 2.73804 -0.06347 0.47245
C 1.97724 -1.38604 -0.55076
C 1.04432 -1.05435 -1.54934
C 0.21561 -2.04517 -2.08133
C 0.38703 -3.38214 -1.68910
C 1.39234 -3.72793 -0.77893
C 2.19910 -2.73083 -0.21454
C 3.05771 1.44678 -0.55458
C 4.18327 1.46689 -1.39317
C 4.43803 2.58129 -2.19985
C 3.56659 3.68210 -2.16229
C 2.46419 3.67483 -1.29758
C 2.21369 2.55928 -0.48875
C 4.34262 -0.64245 1.16925
C 5.16783 -1.51751 0.44580
C 6.44590 -1.83323 0.93004
C 6.88290 -1.29139 2.14639
C 6.04176 -0.44543 2.88530
C 4.77330 -0.11391 2.39210
H -1.01934 1.20090 3.17021
H 0.49895 2.17512 2.98399
H -0.79616 2.19936 1.72422
H 0.05162 -1.48326 0.80054
H -1.43843 -0.60966 1.45492
H 0.93302 -0.01285 -1.86833
H -0.55875 -1.76762 -2.79864
H -0.25649 -4.15390 -2.10981
H 1.56172 -4.76920 -0.50027
H 2.99744 -2.99408 0.48566
H 4.86206 0.61052 -1.41507
H 5.30858 2.58457 -2.85238
H 3.74979 4.54426 -2.79934
H 1.78829 4.52804 -1.24016
H 1.35970 2.56633 0.19481
H 4.82178 -1.95360 -0.49570
H 7.08616 -2.49661 0.34906
H 7.87550 -1.52945 2.52577
H 6.36469 -0.03476 3.84261
H 4.12403 0.56237 2.95550
F -7.59870 -2.42209 1.60610
C -6.53895 -1.76638 2.19317
C -6.42281 -1.81512 3.58468
C -5.36123 -1.11472 4.16315
F -5.21090 -1.14879 5.53592
C -4.46813 -0.36754 3.41571
C -4.58746 -0.36038 2.00011
C -3.58195 0.28841 1.22512
C -3.28010 -0.03978 -0.08504
C -2.26343 0.56643 -0.83608
C -2.51280 0.87998 -2.20981
C -2.19543 2.16359 -2.72928
C -2.79936 2.56893 -3.90914
F -2.62841 3.86846 -4.33277
C -3.61032 1.72668 -4.67833
C -3.78621 0.42008 -4.21065
F -4.54968 -0.44647 -4.96486
C -3.26975 -0.02133 -3.00483
C -5.65367 -1.07071 1.38575
H -7.12920 -2.37134 4.19625
H -3.66024 0.19998 3.88209
H -2.98425 1.06647 1.71388
H -3.91030 -0.76901 -0.60393
H -1.38759 0.99503 -0.35895
H -1.57673 2.83585 -2.13417
H -4.08147 2.06723 -5.59939
H -3.47258 -1.03371 -2.64845
H -5.77782 -1.03878 0.30785
```

Computed properties:
Frontier orbital gap   4.9 eV
Maximum force   1.91 eV/Å
Total charge   +1

Computed, not measured: a structure of composition C36H29MnNO2S3, with wB97M-V/def2-TZVPD.

```
72
C36H29MnNO2S3 (wB97M-V/def2-TZVPD)
Mn -0.02656 0.00119 0.62762
C 3.42071 5.19282 -5.33304
C 2.97772 4.28861 -4.21678
C 3.21786 4.61700 -2.89038
C 2.81013 3.77849 -1.85845
C 2.17497 2.59112 -2.17700
C 1.89876 2.24766 -3.49840
C 2.30231 3.09899 -4.50614
S 1.66328 1.52683 -0.87441
O 0.37179 0.87597 -1.39290
C 2.92113 0.24980 -0.81393
C 3.87384 0.51665 0.20159
C 4.84546 -0.38688 0.48492
C 4.90217 -1.61669 -0.21457
C 5.89953 -2.58235 0.08184
C 5.95135 -3.76274 -0.59290
C 5.00435 -4.03583 -1.60826
C 4.03559 -3.12709 -1.91228
C 3.94780 -1.88753 -1.21651
C 2.92749 -0.92250 -1.52128
C 2.05653 -1.24108 -2.70543
C 2.64751 -0.95322 -3.98905
C 3.93261 -0.35226 -4.10809
C 4.46745 -0.07304 -5.32976
C 3.75365 -0.37039 -6.51398
C 2.52116 -0.94413 -6.43337
C 1.94446 -1.25088 -5.17387
C 0.66353 -1.85176 -5.08631
C 0.12454 -2.14340 -3.87714
C 0.83460 -1.85095 -2.68490
S -0.12109 -2.22787 -1.21749
O 0.76351 -1.93299 -0.00488
C -0.25837 -3.97349 -1.34409
C -1.51809 -4.51300 -1.52063
C -1.64692 -5.89680 -1.60159
C -0.54083 -6.72391 -1.48357
C -0.67898 -8.21892 -1.55298
C 0.71973 -6.14785 -1.27956
C 0.87202 -4.78015 -1.20983
H 3.83012 6.12645 -4.95040
H 2.58786 5.43484 -5.99450
H 4.18871 4.70897 -5.93935
H 3.71469 5.54918 -2.65097
H 2.97537 4.05185 -0.82384
H 1.34348 1.34640 -3.71797
H 2.08600 2.84159 -5.53661
H 3.79490 1.43415 0.77224
H 5.56914 -0.18581 1.26517
H 6.62022 -2.35877 0.85911
H 6.71750 -4.49013 -0.35887
H 5.05263 -4.97349 -2.14677
H 3.32328 -3.34970 -2.69501
H 4.48940 -0.10191 -3.21622
H 5.44568 0.38538 -5.39493
H 4.18670 -0.14159 -7.47898
H 1.96054 -1.17734 -7.33055
H 0.11817 -2.06797 -5.99679
H -0.85811 -2.59531 -3.81559
H -2.38544 -3.86690 -1.58223
H -2.62790 -6.33365 -1.74134
H -1.70654 -8.51516 -1.75671
H -0.37542 -8.68016 -0.61167
H -0.04255 -8.63075 -2.33756
H 1.58513 -6.79151 -1.17092
H 1.84318 -4.33660 -1.03192
S -2.46214 -0.43955 0.55440
C -2.91624 1.14517 0.96078
N -3.22322 2.22544 1.23858
C 0.30203 0.98435 2.40954
H 1.32705 1.04180 2.79191
H -0.31519 0.49579 3.16862
H -0.05970 2.01414 2.31412
```

Computed properties:
Frontier orbital gap (spin up / spin down)   6.5 / 7.1 eV
Spin multiplicity   6
Maximum force   0.97 eV/Å
Total charge   0

Computed, not measured: a structure of composition C36H29MnNO2S3, with wB97M-V/def2-TZVPD.

```
72
C36H29MnNO2S3 (wB97M-V/def2-TZVPD)
Mn 3.58173 -0.16514 2.59318
C 0.14510 -5.16850 -3.50451
C 0.42847 -4.48551 -2.19571
C -0.42712 -4.63618 -1.10832
C -0.17182 -3.99176 0.09133
C 0.94047 -3.17229 0.18838
C 1.82991 -3.02313 -0.86554
C 1.55910 -3.68322 -2.05188
S 1.32257 -2.41009 1.74746
O 2.66319 -1.75921 1.49827
C 0.09251 -1.11110 1.93955
C -0.29604 -0.97689 3.29291
C -1.17741 -0.00905 3.66699
C -1.74407 0.85238 2.70077
C -2.69142 1.84492 3.06001
C -3.25254 2.64755 2.11234
C -2.89055 2.50200 0.75384
C -1.96979 1.57000 0.38025
C -1.36546 0.71738 1.34356
C -0.39672 -0.26198 0.97261
C 0.02959 -0.32117 -0.45489
C -0.80595 -0.98905 -1.40217
C -2.04388 -1.57174 -1.02679
C -2.85277 -2.15476 -1.95767
C -2.45960 -2.21026 -3.31261
C -1.26981 -1.66892 -3.70161
C -0.41927 -1.03489 -2.76208
C 0.80727 -0.44986 -3.15577
C 1.58358 0.20737 -2.25044
C 1.16212 0.30818 -0.90479
S 2.18261 1.45169 0.03961
O 2.22539 1.07432 1.49687
C 1.04951 2.84448 0.03020
C 0.59498 3.38265 -1.16260
C -0.24012 4.48936 -1.12989
C -0.61594 5.07001 0.07748
C -1.53207 6.26148 0.11805
C -0.12810 4.51916 1.25970
C 0.70436 3.41291 1.24649
H -0.69317 -5.85888 -3.41918
H 1.01569 -5.72678 -3.85080
H -0.10195 -4.43377 -4.27362
H -1.30373 -5.26585 -1.20165
H -0.83924 -4.11976 0.93643
H 2.70745 -2.39483 -0.76376
H 2.24370 -3.56455 -2.88410
H 0.13777 -1.64103 4.03017
H -1.45799 0.10488 4.70661
H -2.96578 1.94439 4.10321
H -3.98038 3.39698 2.39626
H -3.34018 3.14313 0.00639
H -1.68786 1.47924 -0.65999
H -2.34743 -1.54186 0.01192
H -3.79909 -2.58530 -1.65665
H -3.10692 -2.68184 -4.04083
H -0.95973 -1.70427 -4.73946
H 1.12400 -0.53384 -4.18830
H 2.53923 0.62946 -2.53250
H 0.87320 2.94069 -2.11193
H -0.60502 4.90569 -2.06126
H -1.88322 6.52718 -0.87809
H -1.02548 7.13054 0.54067
H -2.40293 6.05695 0.74396
H -0.41276 4.95781 2.20915
H 1.07427 2.97813 2.16519
S 5.66379 0.05159 1.27671
C 4.91285 -0.38089 -0.15759
N 4.39204 -0.68086 -1.15066
C 3.09836 -0.24069 4.64446
H 2.17969 0.31737 4.86316
H 3.87359 0.16371 5.30216
H 2.92524 -1.27379 4.97137
```

Computed properties:
Frontier orbital gap (spin up / spin down)   7.1 / 7.8 eV
Spin multiplicity   6
Maximum force   0.15 eV/Å
Total charge   0

Computed E_tot, in the same sequence as the records: -297382.781, -58590.035, -107213.278, -107214.618 eV.